1.
Formula: C26H12BiCl2F5NO7S
Source: OMol25
Level of theory: ωB97M-V/def2-TZVPD

Cartesian coordinates (Å):
Bi  0.36  -0.17  -0.21
Cl  -0.54  2.64  -0.32
Cl  0.13  1.16  -5.48
S  -0.24  0.23  -2.60
F  6.93  0.50  -2.20
F  5.56  0.34  2.33
F  7.52  0.86  0.44
F  4.50  -0.37  -2.97
F  3.16  -0.57  1.60
O  -3.53  -0.83  1.51
O  -1.91  -0.17  0.14
O  1.90  1.87  1.68
O  -0.20  -2.24  -0.80
O  0.06  -2.40  1.38
O  2.59  1.64  3.79
O  2.54  -0.86  -1.13
N  -0.40  0.55  2.25
C  3.68  -0.47  -0.74
C  -0.21  4.33  -2.36
C  0.02  4.68  -3.68
C  0.48  0.75  3.22
C  -1.81  -0.60  3.75
C  0.04  2.36  -4.27
C  -0.16  -2.91  0.29
C  -1.30  -6.29  -0.96
C  0.27  0.29  4.52
C  -0.15  1.96  -2.93
C  5.30  0.16  1.01
C  -0.42  -7.12  -0.29
C  0.52  -5.23  0.84
C  1.70  1.47  2.80
C  -0.33  -4.39  0.13
C  6.29  0.43  0.07
C  4.05  -0.28  0.62
C  4.73  -0.18  -1.66
C  -0.28  2.99  -2.00
C  -2.41  -0.41  1.29
C  -1.49  -0.14  2.48
C  0.14  3.68  -4.64
C  -0.92  -0.37  4.79
C  0.49  -6.59  0.61
C  -1.25  -4.92  -0.76
C  5.98  0.25  -1.27
H  1.02  0.45  5.28
H  -1.14  -0.70  5.79
H  -0.44  -8.19  -0.47
H  -2.01  -6.71  -1.66
H  -1.92  -4.25  -1.29
H  0.32  3.93  -5.67
H  1.21  -4.79  1.54
H  3.41  2.03  3.44
H  0.11  5.71  -3.96
H  1.18  -7.25  1.13
H  -2.74  -1.14  3.88
H  -0.34  5.08  -1.60

Output
HOMO energy (eV): -5.09
E (eV): -98291.2246
Spin multiplicity: 1
Energy above the lowest of the compared OMol25 structures with the same formula, charge and spin (kJ/mol): 56.8
Orbital gap (eV): 7.17
Charge: -1

These are the Löwdin partial charges, in e, on atoms 1 to 6: 1.703 0.716 0.678 0.576 0.091 0.079


2.
Formula: C13H17Cl2NO2
Source: OMol25
Level of theory: ωB97M-V/def2-TZVPD

Cartesian coordinates (Å):
Cl  -0.26  -2.89  -1.36
Cl  -2.32  -0.04  2.75
O  0.69  0.41  -2.69
O  2.88  0.74  -2.55
N  0.40  -1.19  2.37
C  -2.21  -0.40  1.07
C  1.40  2.31  -1.46
C  -1.32  -1.40  0.64
C  -2.10  -0.98  -1.62
C  -0.46  -2.12  1.65
C  -2.95  0.01  -1.16
C  -3.01  0.30  0.19
C  -1.30  -1.67  -0.72
C  0.39  2.03  -0.34
C  1.70  -0.95  1.75
C  1.59  -0.06  0.52
C  1.76  1.08  -2.27
C  1.00  1.31  0.86
H  -3.67  1.07  0.56
H  0.12  -2.90  1.14
H  -3.56  0.56  -1.86
H  -1.12  -2.60  2.37
H  2.20  -1.89  1.47
H  1.78  1.94  1.30
H  0.96  3.02  -2.17
H  0.96  -0.37  -3.20
H  -0.02  2.98  -0.01
H  -2.05  -1.22  -2.67
H  2.58  0.05  0.07
H  2.32  2.74  -1.06
H  0.54  -1.51  3.32
H  0.22  1.17  1.61
H  -0.43  1.43  -0.75
H  2.32  -0.44  2.50
H  0.94  -0.55  -0.21

Output
HOMO energy (eV): -8.90
E (eV): -44387.7829
Spin multiplicity: 1
Energy above the lowest of the compared OMol25 structures with the same formula, charge and spin (kJ/mol): 5.8
Orbital gap (eV): 9.57

These are the Löwdin partial charges, in e, on atoms 1 to 6: 0.727 0.740 0.088 0.102 -0.099 -0.607


3.
Formula: C5H34N2O10
Source: OMol25
Level of theory: ωB97M-V/def2-TZVPD

Cartesian coordinates (Å):
O  -2.38  2.12  1.32
O  -1.30  -0.18  -3.14
O  -2.14  -0.01  2.84
O  0.99  1.31  -3.71
O  0.28  -0.86  3.66
O  4.13  -0.03  -1.50
O  -2.87  1.38  -1.21
O  -2.73  -2.66  1.51
O  -0.36  3.83  -1.62
O  1.84  -2.58  2.12
N  2.80  -0.19  0.90
N  -1.47  -0.96  -0.44
C  1.63  0.68  0.49
C  1.46  1.80  1.15
C  0.03  -1.15  -0.18
C  0.76  0.09  -0.59
C  0.44  -2.45  -0.83
H  3.38  0.48  1.39
H  0.48  2.10  -3.69
H  -2.09  0.91  2.51
H  -2.76  -0.03  3.58
H  0.03  0.82  -0.91
H  -3.29  2.09  0.98
H  0.50  2.28  1.01
H  0.46  4.22  -1.34
H  -0.61  -0.55  3.41
H  2.46  -0.92  1.55
H  -2.18  3.06  1.25
H  0.89  -2.56  2.29
H  -2.00  -1.82  -0.23
H  4.37  0.69  -2.10
H  0.02  -1.32  0.90
H  -0.52  0.20  -3.60
H  -2.07  1.67  -1.67
H  1.49  0.02  -1.40
H  -0.10  -3.39  -0.72
H  1.48  -2.62  -0.55
H  0.18  -1.16  4.56
H  -3.08  -1.86  1.93
H  1.51  1.24  -4.52
H  4.83  -0.69  -1.54
H  -3.27  0.94  -1.95
H  2.31  -2.97  2.85
H  -0.88  4.55  -1.90
H  -1.90  -0.37  0.27
H  3.27  -0.49  0.03
H  2.02  2.25  1.96
H  -1.78  -0.60  -3.87
H  -3.08  -3.38  2.05
H  0.49  -2.27  -1.91
H  -1.65  -0.65  -1.40

Output
HOMO energy (eV): -16.44
E (eV): -29178.9464
Spin multiplicity: 1
Energy above the lowest of the compared OMol25 structures with the same formula, charge and spin (kJ/mol): 0.0
Orbital gap (eV): 11.51
Charge: +2

These are the Löwdin partial charges, in e, on atoms 1 to 6: -0.054 -0.053 -0.061 -0.022 -0.068 -0.028


4.
Formula: C7H8O4
Source: OMol25
Level of theory: ωB97M-V/def2-TZVPD

Cartesian coordinates (Å):
O  1.44  1.82  0.81
O  2.29  -1.49  -0.29
O  0.35  -0.68  1.45
O  -3.12  -0.95  0.33
C  1.04  1.01  -0.28
C  -0.63  0.07  0.78
C  -1.83  -0.32  -0.06
C  -1.54  0.91  -0.95
C  -0.33  1.49  -0.96
C  0.80  -1.56  -0.75
C  0.54  -0.31  0.21
H  1.60  0.66  -1.21
H  0.64  -1.24  -1.81
H  2.86  -1.54  -1.90
H  -0.97  1.11  0.97
H  2.54  1.90  0.99
H  0.13  -2.44  -0.75
H  -2.60  1.52  -1.20
H  -0.26  2.65  -1.37

Output
HOMO energy (eV): -9.73
E (eV): -15563.7708
Spin multiplicity: 1
Energy above the lowest of the compared OMol25 structures with the same formula, charge and spin (kJ/mol): 1428.7
Orbital gap (eV): 7.73

These are the Löwdin partial charges, in e, on atoms 1 to 6: -0.023 -0.178 0.185 -0.086 -0.296 -0.275


5.
Formula: C25H48O11S
Source: OMol25
Level of theory: ωB97M-V/def2-TZVPD

Cartesian coordinates (Å):
S  2.74  -3.73  0.96
O  3.89  -3.56  -0.09
O  7.48  -4.83  4.36
O  2.78  -4.98  1.62
O  -4.54  2.14  -2.05
O  -1.47  1.26  0.43
O  5.52  -1.97  -1.31
O  1.56  -3.78  -0.12
O  -6.68  6.03  -4.03
O  2.60  -2.57  1.77
O  0.42  2.52  4.84
O  -2.58  0.83  2.34
C  -1.13  0.27  -0.57
C  -1.32  -1.81  -2.71
C  0.93  -2.96  -2.24
C  -4.12  3.27  -0.02
C  0.17  1.71  5.71
C  1.89  -2.78  -1.09
C  -0.50  -2.66  -1.75
C  -5.82  4.13  -1.76
C  -8.50  6.09  -5.56
C  4.20  -1.85  -1.77
C  6.88  -5.63  3.70
C  6.81  -7.09  4.09
C  6.16  -5.24  2.43
C  -4.81  3.09  -1.34
C  -1.57  0.66  1.67
C  -8.14  7.89  -3.75
C  1.20  1.34  6.76
C  -1.43  0.68  -2.00
C  3.36  -3.06  -1.37
C  6.17  0.39  -1.31
C  5.94  -0.89  -0.51
C  -7.67  6.61  -4.41
C  -0.43  -0.19  2.18
C  -1.16  1.01  5.79
C  -0.81  -0.38  -2.92
H  5.29  1.02  -1.31
H  -6.63  4.16  -1.02
H  -3.43  2.45  0.13
H  -8.15  8.70  -4.48
H  -7.46  8.15  -2.94
H  6.45  0.16  -2.33
H  6.87  -1.18  -0.04
H  -1.80  1.36  4.98
H  -1.69  -0.63  -0.35
H  -1.31  -2.31  -3.67
H  7.24  -7.71  3.31
H  -1.02  -0.06  5.70
H  -0.45  -2.25  -0.75
H  1.78  -1.76  -0.70
H  -0.88  -0.98  2.76
H  6.98  0.95  -0.85
H  -3.56  4.21  -0.02
H  -8.06  5.18  -5.94
H  -8.53  6.83  -6.36
H  3.47  -3.88  -2.06
H  -1.01  -3.61  -1.64
H  3.74  -0.94  -1.38
H  5.10  -5.46  2.52
H  -1.64  1.23  6.75
H  6.29  -4.17  2.26
H  -2.48  0.82  -2.23
H  0.99  -4.00  -2.53
H  0.18  -0.66  1.42
H  1.42  0.28  6.71
H  -9.14  7.76  -3.35
H  6.57  -5.78  1.58
H  -5.35  5.11  -1.82
H  0.28  -0.32  -2.89
H  5.77  -7.38  4.25
H  2.11  1.91  6.59
H  -6.23  3.87  -2.73
H  7.36  -7.24  5.02
H  -2.36  -1.77  -2.40
H  -1.10  -0.09  -3.93
H  5.21  -0.70  0.28
H  -4.85  3.29  0.79
H  0.22  0.36  2.84
H  4.22  -1.77  -2.86
H  -0.91  1.62  -2.20
H  -0.06  0.08  -0.52
H  -9.52  5.89  -5.23
H  0.82  1.58  7.75
H  1.20  -2.32  -3.08

Output
HOMO energy (eV): -9.14
E (eV): -60059.7541
Spin multiplicity: 1
Orbital gap (eV): 9.64

These are the Löwdin partial charges, in e, on atoms 1 to 6: 0.586 -0.149 0.068 -0.215 0.057 -0.021


6.
Formula: H8O4
Source: OMol25
Level of theory: ωB97M-V/def2-TZVPD

Cartesian coordinates (Å):
O  0.70  2.47  -0.02
O  -1.67  -1.46  -2.46
O  -0.59  -0.03  0.37
O  1.43  -0.56  2.23
H  -2.33  -1.83  -3.06
H  1.28  2.27  -0.76
H  -1.06  -0.74  -0.08
H  -1.91  -0.53  -2.38
H  1.44  0.16  2.88
H  0.25  1.63  0.18
H  2.33  -0.90  2.22
H  0.12  -0.48  0.88

Output
HOMO energy (eV): -10.59
E (eV): -8320.0019
Spin multiplicity: 1
Energy above the lowest of the compared OMol25 structures with the same formula, charge and spin (kJ/mol): 65.0
Orbital gap (eV): 11.22

These are the Löwdin partial charges, in e, on atoms 1 to 6: -0.087 -0.059 -0.072 -0.041 0.038 0.024


7.
Formula: Cl3O2P
Source: OMol25
Level of theory: ωB97M-V/def2-TZVPD

Cartesian coordinates (Å):
Cl  -1.99  1.42  0.12
Cl  0.04  -2.29  -0.51
Cl  2.20  1.37  0.27
P  0.05  -0.61  0.62
O  1.10  0.26  -0.35
O  -1.39  -0.15  -0.14

Output
HOMO energy (eV): -10.58
E (eV): -50949.0410
Spin multiplicity: 1
Energy above the lowest of the compared OMol25 structures with the same formula, charge and spin (kJ/mol): 249.9
Orbital gap (eV): 10.02

Charges in e, computed with Löwdin, in the same order as the atoms: 0.588 0.317 0.602 0.433 -0.969 -0.971


8.
Formula: C4H13N2S
Source: OMol25
Level of theory: ωB97M-V/def2-TZVPD

Cartesian coordinates (Å):
S  -1.50  -0.32  -0.41
N  1.27  0.66  -2.17
N  -0.46  -0.73  2.61
C  -0.04  -1.65  1.55
C  1.12  1.95  -1.47
C  -1.08  -1.87  0.44
C  1.62  1.84  -0.05
H  0.54  0.04  -1.80
H  0.97  0.81  -3.13
H  -0.65  -2.60  -0.25
H  -1.01  0.00  2.14
H  0.08  2.27  -1.44
H  -1.12  -1.21  3.21
H  -1.99  -2.31  0.84
H  1.70  2.69  -2.03
H  0.85  -1.25  1.06
H  0.90  1.27  0.54
H  0.21  -2.61  2.00
H  2.57  1.31  0.02
H  1.69  2.83  0.39

Output
HOMO energy (eV): -2.77
E (eV): -18175.3234
Spin multiplicity: 1
Energy above the lowest of the compared OMol25 structures with the same formula, charge and spin (kJ/mol): 19.7
Orbital gap (eV): 6.80
Charge: -1

These are the Löwdin partial charges, in e, on atoms 1 to 6: 0.228 -0.052 -0.050 -0.415 -0.392 -0.745


Number 1: LUMO level 2.078 eV. Number 2: LUMO level 0.678 eV. Number 3: LUMO level -4.930 eV. Number 4: LUMO level -1.998 eV. Number 5: LUMO level 0.495 eV. Number 6: LUMO level 0.624 eV. Number 7: LUMO level -0.565 eV. Number 8: LUMO level 4.032 eV.